DFT (ωB97M-V/def2-TZVPD) results for a single C5H13NO molecule.

Structure (ORCA input):
```
! RIJCOSX wB97M-V def2-TZVPD def2/J DEFGRID3
* xyz 0 1
H -0.066 -2.804 0.338
H -1.168 1.679 -1.600
N -0.363 1.574 -1.014
H 1.620 1.174 0.526
H 1.010 -0.243 1.428
H 0.758 -2.126 -2.136
H -1.325 -0.906 -1.409
C -0.342 0.419 -0.107
H -1.301 0.612 0.391
H 1.479 -1.720 -0.514
O 0.288 1.640 1.915
C -0.486 -0.984 -0.719
H 0.444 1.736 -1.589
C -0.808 -2.008 0.404
H 1.546 -0.617 -1.775
H -0.596 -1.542 1.374
H 0.300 2.496 1.435
C 0.873 -1.375 -1.355
H -1.816 -2.383 0.564
C 0.732 0.685 0.933
*
```

As for the energy relative to the best compared isomer or geometry (same formula, charge and spin): 31.9 kcal/mol. For the LUMO energy, the calculation gives 1.024 eV. As for the HOMO-LUMO gap: 10.209 eV. The highest occupied orbital energy comes out at -9.185 eV. Its structure (SMILES) is CC(C)[C@H](N)CO. Its largest force on an atom is 2.2 eV/Å.

DFT (ωB97M-V/def2-TZVPD) results for a single C13H15F3N2O molecule.

Structure (ORCA input):
```
! RIJCOSX wB97M-V def2-TZVPD def2/J DEFGRID3
* xyz 0 1
C 4.126 -0.734 0.691
C -2.304 -0.270 0.321
H 0.557 1.351 -1.626
H 0.735 1.292 0.791
H 0.463 -0.464 0.824
C -4.752 -0.265 0.434
O 4.614 1.568 0.264
C -4.723 -1.616 0.163
H -1.379 -2.172 -0.093
C -3.536 0.401 0.512
C 3.594 0.613 0.184
C -1.273 0.707 0.474
H -0.196 -0.247 -1.669
F 3.187 -1.691 0.725
H -3.934 2.432 0.945
N -3.256 1.713 0.763
C 3.043 0.487 -1.266
H -1.470 2.858 0.918
H 3.834 0.035 -1.879
F 5.119 -1.195 -0.092
C 0.192 0.469 0.323
H -3.538 -3.353 -0.233
H -5.685 0.259 0.582
N 1.839 -0.259 -1.484
C -1.898 1.890 0.737
H 1.891 -1.199 -1.112
H 2.818 0.940 0.881
C 0.568 0.357 -1.172
H 5.333 1.328 -0.335
H 2.880 1.508 -1.623
H -5.651 -2.165 0.095
C -3.515 -2.293 -0.025
C -2.307 -1.639 0.051
F 4.626 -0.647 1.928
*
```

As for the energy relative to the best compared isomer or geometry (same formula, charge and spin): 5.2 kcal/mol. For the LUMO energy, the calculation gives 0.771 eV. As for the HOMO-LUMO gap: 8.668 eV. The highest occupied orbital energy comes out at -7.898 eV. Its structure (SMILES) is O[C@@H](CNCCc1c[nH]c2ccccc12)C(F)(F)F. Its largest force on an atom is 0.6 eV/Å.

DFT (ωB97M-V/def2-TZVPD) results for 2 unconnected molecules or ions with the total composition C9H22N2Si.

Structure (ORCA input):
```
! RIJCOSX wB97M-V def2-TZVPD def2/J DEFGRID3
* xyz 0 1
C -3.146 -1.706 -1.910
H -0.043 1.885 -1.202
H -0.942 -2.229 -0.808
H 2.986 2.878 0.784
H 1.396 4.047 -1.858
H 0.586 -2.722 1.098
H 1.351 3.682 0.461
C 2.263 3.384 -1.967
H -4.145 -1.236 -1.927
C -0.381 -1.486 2.617
H -2.976 -2.093 -2.940
C -2.057 -0.814 -1.657
H -2.113 0.095 -2.115
N 0.533 -0.400 2.475
H -0.519 -1.581 3.626
H 1.617 2.059 1.093
H 2.187 3.131 -3.049
H 0.188 0.440 2.885
H -3.226 -2.550 -1.194
C -1.659 -1.290 1.665
H -0.315 -3.630 2.341
C -0.836 -1.259 -1.244
C 2.008 2.196 -1.034
C 2.058 2.691 0.408
H 3.293 3.782 -1.796
H 1.890 -0.857 -0.712
H -2.082 -2.205 1.386
H -1.302 -0.680 0.785
H 1.242 -2.751 2.675
N 0.780 1.414 -1.232
C 0.320 -2.781 2.177
Si 0.632 -0.240 -0.738
H 2.857 1.496 -1.198
H -2.443 -0.672 2.103
*
```

As for the energy relative to the best compared isomer or geometry (same formula, charge and spin): 134.9 kcal/mol. For the LUMO energy (alpha / beta), the calculation gives 0.103 / -0.136 eV. As for the HOMO-LUMO gap (alpha / beta): 8.474 / 5.857 eV. The highest occupied orbital energy (alpha / beta) comes out at -8.371 / -5.993 eV. Its largest force on an atom is 5.0 eV/Å.

DFT (ωB97M-V/def2-TZVPD) results for 2 unconnected molecules or ions with the total composition C15H27BN3O2.

Structure (ORCA input):
```
! RIJCOSX wB97M-V def2-TZVPD def2/J DEFGRID3
* xyz -1 1
H 4.146 2.290 -2.549
H -6.223 2.005 -0.675
H 0.318 -0.402 1.012
C 1.459 -1.498 -2.073
H 3.272 -0.665 -3.445
H -2.216 -1.395 3.659
O -2.264 -1.278 1.619
H -3.067 -2.980 0.666
H -4.829 -0.850 1.335
H -3.818 -1.630 2.952
H -1.797 -2.096 -0.184
H -3.279 1.585 1.144
H -3.924 2.477 2.534
H 7.615 -0.740 -0.086
H -3.283 -0.151 -0.501
H -4.531 1.580 -0.737
H 6.033 0.706 -2.928
N 5.647 -0.542 -1.078
H -2.590 -2.930 2.850
H 6.670 1.464 -1.292
C -5.914 -0.053 -0.181
H -3.873 -1.604 -1.333
H -4.256 0.761 2.407
N -4.999 -1.065 0.355
C -4.132 1.672 1.823
O -5.340 1.985 1.142
C 2.692 -0.539 -2.428
H -6.188 -0.331 -1.207
H 5.303 4.489 1.371
C 0.995 -0.484 0.029
C 4.550 2.671 -0.318
B 4.414 1.643 -1.600
H 1.209 -2.325 -2.901
C 5.820 0.797 -1.762
C -5.450 1.419 -0.165
H 6.276 0.255 0.879
H 5.762 -1.346 -1.731
C 4.862 3.636 0.664
C 3.166 0.595 -1.360
H -6.833 -0.119 0.416
C -2.756 -1.849 2.823
C -3.716 -1.145 -0.350
N 0.548 -1.562 -0.896
C 2.201 0.568 -0.049
C 6.477 -0.673 0.181
H 2.393 1.323 0.834
C -2.690 -1.977 0.440
H 6.140 -1.692 0.696
*
```

For the LUMO energy, the calculation gives 2.678 eV. As for the HOMO-LUMO gap: 7.166 eV. The highest occupied orbital energy comes out at -4.488 eV. Its largest force on an atom is 11.0 eV/Å.